a:
A single C6H11NO2 molecule. Source: the Open Molecules 2025 dataset; level of theory: ωB97M-V/def2-TZVPD.

Element x y z (Å)
O -1.20 1.92 -0.96
O 3.39 0.63 -0.09
N -2.52 0.49 0.09
C -0.09 -0.01 -0.02
C -0.26 -1.50 -0.33
C 0.13 0.19 1.49
C 1.10 0.59 -0.81
C -1.32 0.82 -0.42
C 2.44 -0.01 -0.48
H 0.32 1.24 1.72
H 2.55 -1.11 -0.63
H 0.95 0.41 -1.89
H -2.91 -0.41 -0.14
H -0.33 -1.69 -1.41
H -1.16 -1.91 0.16
H 0.59 -2.08 0.05
H 0.99 -0.41 1.83
H -3.07 1.31 0.44
H 1.16 1.67 -0.65
H -0.75 -0.15 2.05

The value obtained for the highest occupied orbital energy is -9.736 eV. Its frontier orbital gap is 10.296 eV. The calculation puts the LUMO energy at 0.6 eV.

Atomic partial charges in e from the Mulliken method, atoms 1 to 4: atom 1 (O): -0.582, atom 2 (O): -0.478, atom 3 (N): -0.406, atom 4 (C): 1.573

b:
A 2-piece molecular cluster, C6H11NO2 overall. Source: the Open Molecules 2025 dataset; level of theory: ωB97M-V/def2-TZVPD.

Element x y z (Å)
O -1.73 -1.11 -1.03
O -0.33 0.36 0.93
N 1.90 -0.83 -0.42
C 1.37 0.32 -0.26
C -0.43 -2.19 0.71
C -1.17 1.44 0.62
C -0.59 -1.10 -0.31
C 0.56 -0.65 -1.08
C 1.86 1.72 -0.26
H -1.11 1.72 -0.44
H 0.50 -2.06 1.25
H -0.92 2.32 1.22
H 2.82 1.76 -0.77
H 1.16 2.41 -0.73
H -0.42 -3.15 0.19
H 0.43 -0.49 -2.14
H -2.44 -1.53 -0.52
H -2.22 1.18 0.81
H -1.24 -2.14 1.44
H 2.00 2.02 0.78

The value obtained for the highest occupied orbital energy is -8.555 eV. Its frontier orbital gap is 9.189 eV. The calculation puts the LUMO energy at 0.6 eV.

Atomic partial charges in e from the Mulliken method, atoms 1 to 4: atom 1 (O): -0.497, atom 2 (O): -0.553, atom 3 (N): -0.805, atom 4 (C): 0.918

Which structure is the least stable? The one labeled b.

a:
A single C6H11NO2 molecule. Source: the Open Molecules 2025 dataset; level of theory: ωB97M-V/def2-TZVPD.

Element x y z (Å)
O -0.22 2.61 0.73
O -1.42 1.75 -0.96
N 1.20 0.93 -1.22
C 1.03 -1.55 -1.16
C -0.49 1.67 0.02
C 0.79 -0.15 -0.68
C -1.43 -0.76 0.40
C 0.51 0.12 1.76
C -0.20 0.13 0.41
H -1.73 2.67 -1.01
H 1.24 -2.22 -0.32
H 1.91 0.85 -1.94
H -1.89 -0.78 -0.59
H 0.14 -1.92 -1.66
H -1.17 -1.78 0.67
H -2.16 -0.37 1.11
H 0.91 -0.87 1.98
H -0.19 0.40 2.55
H 1.86 -1.57 -1.86
H 1.32 0.84 1.77

The value obtained for the highest occupied orbital energy is -9.733 eV. Its frontier orbital gap is 10.493 eV. The calculation puts the LUMO energy at 0.8 eV.

Atomic partial charges in e from the Mulliken method, atoms 1 to 4: atom 1 (O): -0.602, atom 2 (O): -0.457, atom 3 (N): -0.557, atom 4 (C): -1.391

b:
A single C6H11NO2 molecule. Source: the Open Molecules 2025 dataset; level of theory: ωB97M-V/def2-TZVPD.

Element x y z (Å)
O -2.30 -1.61 1.61
O -2.69 -0.65 -0.36
N -0.49 1.19 0.53
C 0.16 -0.74 -1.01
C 0.02 0.76 -0.78
C 0.87 1.56 0.15
C -1.84 -1.27 0.54
C -0.45 -1.62 0.08
C 2.02 0.96 0.91
H -0.36 1.31 -1.64
H -2.25 -0.51 -1.21
H 1.98 -0.13 0.93
H 0.17 -1.63 0.98
H 1.22 -1.00 -1.10
H 2.98 1.26 0.45
H -1.28 1.86 0.38
H 2.02 1.32 1.95
H -0.30 -0.98 -1.98
H -0.50 -2.66 -0.28
H 1.02 2.60 -0.14

The value obtained for the highest occupied orbital energy is -9.836 eV. Its frontier orbital gap is 10.448 eV. The calculation puts the LUMO energy at 0.6 eV.

Atomic partial charges in e from the Mulliken method, atoms 1 to 4: atom 1 (O): -0.585, atom 2 (O): -0.486, atom 3 (N): -0.420, atom 4 (C): -1.361

Which structure is the least stable? The one labeled b.

a:
A single C6H11NO2 molecule. Source: the Open Molecules 2025 dataset; level of theory: ωB97M-V/def2-TZVPD.

Element x y z (Å)
O -0.26 -1.72 0.65
O -1.51 -0.18 -0.72
N 0.35 1.21 -1.54
C -0.47 -1.21 -0.50
C -0.94 0.81 1.93
C -0.22 -2.00 -1.76
C 1.50 0.78 1.22
C 0.07 0.67 0.85
C -0.27 0.45 -0.52
H 1.78 -0.23 1.55
H 0.01 2.16 -1.56
H 2.13 1.04 0.36
H -0.50 -1.46 -2.66
H 1.67 1.49 2.03
H -1.93 0.52 1.59
H -0.84 -2.90 -1.71
H 0.22 0.79 -2.45
H -0.94 1.87 2.23
H 0.83 -2.30 -1.80
H -0.67 0.22 2.81

The value obtained for the highest occupied orbital energy (alpha / beta) is -7.932 / -7.930 eV. Its frontier orbital gap (alpha / beta) is 7.515 / 7.509 eV. The calculation puts the LUMO energy (alpha / beta) at -0.4 / -0.4 eV.

Atomic partial charges in e from the Mulliken method, atoms 1 to 4: atom 1 (O): -0.752, atom 2 (O): -0.536, atom 3 (N): -0.504, atom 4 (C): 1.091

b:
A single C6H11NO2 molecule. Source: the Open Molecules 2025 dataset; level of theory: ωB97M-V/def2-TZVPD.

Element x y z (Å)
O -1.28 0.34 2.48
O 1.83 1.13 1.96
N -1.71 -0.85 -0.13
C -0.40 0.38 1.61
C 0.87 -0.19 -0.01
C 1.10 0.00 1.50
C -1.96 -0.85 -1.61
C 1.70 0.47 -0.94
C -0.65 0.36 0.13
H 1.22 0.15 -1.96
H -0.77 1.39 -0.40
H -0.86 -0.71 -2.11
H 0.78 -1.20 -0.19
H -2.47 -1.83 -1.90
H -2.60 0.20 -1.77
H 2.74 -0.11 -1.12
H -2.68 -0.65 0.30
H 1.46 -0.95 2.10
H 2.06 1.51 -0.79
H 1.62 1.42 2.84

The value obtained for the highest occupied orbital energy is -9.325 eV. Its frontier orbital gap is 9.853 eV. The calculation puts the LUMO energy at 0.5 eV.

Atomic partial charges in e from the Mulliken method, atoms 1 to 4: atom 1 (O): -0.590, atom 2 (O): -0.539, atom 3 (N): -0.497, atom 4 (C): -0.181

Which structure is the least stable? The one labeled b.